C4H8NO2 | ωB97M-V/def2-TZVPD

**LUMO level**: -3.672 eV
**Orbital gap**: 11.360 eV
**Net charge**: +1
**Relative energy (zero: lowest compared OMol25 entry of this formula, charge and spin)**: 90.7 kJ/mol
**Highest occupied orbital energy**: -15.03 eV

Cartesian coordinates (Å):
C 4.207207 -0.029865 0.064919
C -0.475231 0.473315 -1.004823
C -0.486704 -0.912266 1.002039
C -1.009978 -0.463466 -0.299013
N 0.510484 1.507424 -0.565235
O 5.080402 -0.718659 0.250331
O 3.200723 0.479688 -0.211705
H -0.755432 -0.218877 1.796756
H 0.729927 -1.011420 0.996732
H -0.896907 -1.840503 1.307821
H -1.753648 -1.206616 -0.710616
H -0.844845 0.712315 -1.944616
H 0.996200 1.773350 -1.430626
H 1.140389 0.940103 -0.079851
H 0.051621 2.319092 -0.094214

Force components x, y, z for each atom (eV/Å):
-1.86 -0.42 -0.83
-0.83 1.95 -1.09
3.04 0.71 1.01
-0.24 -3.07 0.81
-1.88 -0.35 -1.68
2.50 -0.85 0.78
-0.71 1.25 0.06
0.16 0.19 0.17
-2.93 0.19 0.07
-0.16 -0.96 0.10
0.72 1.52 -0.12
-0.55 0.35 -1.65
-0.04 0.49 0.47
1.95 -0.18 2.05
0.83 -0.82 -0.14

Here are the Löwdin charges for atoms 1 to 2, given in e: -0.397, -0.104

C87H68N7PSSbTi | ωB97M-V/def2-TZVPD

**LUMO level (spin up / spin down)**: 1.620 / 1.630 eV
**Orbital gap (spin up / spin down)**: 4.911 / 4.767 eV
**Net charge**: -1
**Highest occupied orbital energy (spin up / spin down)**: -3.29 / -3.14 eV

Cartesian coordinates (Å):
Ti -0.147203 -1.186442 -0.405710
C 7.559283 -3.448069 1.019067
C 6.771552 -4.314888 0.272248
C 5.406067 -4.110409 0.156892
C 4.769591 -3.031013 0.791753
C 5.591322 -2.140693 1.506530
C 6.956016 -2.354635 1.626023
C 3.333294 -2.812298 0.634886
C 2.653312 -3.293590 -0.581727
C 3.580895 -1.820171 -2.515236
C 2.904488 -0.676157 -3.241587
C 1.576699 -0.775562 -2.955005
C 0.401027 -0.615590 -3.741987
C 0.467366 -0.084228 -5.125438
C -0.566960 0.719083 -5.610202
C -0.535405 1.238726 -6.896180
C 0.529086 0.954362 -7.740627
C 1.535684 0.106571 -7.296238
C 1.501415 -0.411019 -6.008722
C -0.738160 -1.358022 -3.387696
N -1.024784 -1.873096 -2.136472
C -1.994904 -2.853265 -2.303795
C -2.583774 -3.545770 -1.259855
C -3.485799 -4.690793 -1.553562
C -3.152893 -5.960179 -1.074683
C -3.945808 -7.062003 -1.358428
C -5.096281 -6.915373 -2.124738
C -5.439970 -5.659516 -2.604011
C -4.644057 -4.557611 -2.317412
C -2.366263 -3.220768 0.096171
C -3.205542 -3.610769 1.156799
C -2.789881 -2.939959 2.288250
C -1.648032 -2.192894 1.944197
N -1.414573 -2.336721 0.585437
C -0.708851 -1.588474 2.828601
C 0.626241 -1.501509 2.485843
C 1.686834 -1.389623 3.467513
C 2.827275 -1.770324 2.872943
C 2.509830 -2.117041 1.494211
N 1.161425 -1.892094 1.265917
C -1.067203 -1.305389 4.246680
C -1.560202 -2.289805 5.104060
C -1.892543 -1.989560 6.418726
C -1.712044 -0.704175 6.913480
C -1.165580 0.270215 6.088424
C -0.845741 -0.030475 4.772039
C -2.312563 -2.952455 -3.695940
C -1.594202 -1.999510 -4.349140
N 1.414334 -1.577099 -1.760579
H 8.627253 -3.606861 1.102491
H 7.226038 -5.161274 -0.229423
H 4.814436 -4.792021 -0.440357
H 5.162889 -1.241447 1.929190
H 7.556406 -1.645685 2.184845
H 4.522649 -1.608454 -2.003604
H 3.354898 -0.123598 -4.049010
H -1.406373 0.932487 -4.962782
H -1.345638 1.871309 -7.239004
H 0.559580 1.365439 -8.742594
H 2.349928 -0.162911 -7.959572
H 2.257195 -1.119332 -5.695893
H -2.249457 -6.072738 -0.486724
H -3.663808 -8.039643 -0.986601
H -5.714316 -7.775827 -2.349962
H -6.337783 -5.535705 -3.197974
H -4.926285 -3.575499 -2.678494
H -4.038247 -4.289971 1.058342
H -3.232154 -2.992114 3.269086
H 1.558520 -1.115000 4.501438
H 3.786292 -1.890791 3.347652
H -1.660750 -3.305718 4.744404
H -2.290068 -2.767084 7.060402
H -1.990272 -0.465593 7.932972
H -1.003319 1.274248 6.463434
H -0.435033 0.734162 4.122212
H -2.998524 -3.658131 -4.135495
H -1.579835 -1.811640 -5.411111
C -3.988082 0.114410 3.970561
C -3.774366 1.564813 4.318629
C -4.313088 2.034306 5.515006
C -4.152382 3.348203 5.925569
C -3.457311 4.227949 5.111789
C -2.928109 3.781104 3.908633
C -3.063972 2.454144 3.489575
P -2.142196 1.795978 2.018028
C -1.410102 3.341894 1.332279
C -0.188746 3.635391 1.948305
C 0.540214 4.772840 1.642849
C 0.052758 5.640470 0.676863
C -1.136663 5.344106 0.029639
C -1.886805 4.206895 0.336099
C -3.187208 3.997597 -0.394634
C -3.492161 1.211340 0.923210
C -4.846437 1.395594 1.188386
C -5.817003 0.714896 0.467644
C -5.421637 -0.191378 -0.512125
C -4.079836 -0.335159 -0.820885
C -3.091396 0.383123 -0.137635
C -1.689232 0.393850 -0.621966
H -3.966351 -0.493976 4.877096
H -3.229673 -0.262746 3.286292
H -4.955419 -0.030936 3.482574
H -4.856653 1.337819 6.145108
H -4.563629 3.679979 6.871659
H -3.318826 5.260396 5.409650
H -2.394760 4.487040 3.285934
H 0.192928 2.945265 2.695489
H 1.481890 4.967683 2.142301
H 0.594335 6.544903 0.425151
H -1.504361 6.016022 -0.738701
H -3.278397 4.728706 -1.197891
H -4.037474 4.119873 0.279288
H -3.254351 2.997788 -0.819853
H -5.146653 2.073776 1.979586
H -6.866829 0.876044 0.681273
H -6.165099 -0.774353 -1.043749
H -3.773024 -1.009208 -1.614929
H -1.198030 1.311711 -0.306848
H -1.673742 0.375940 -1.708349
N -2.876262 4.922122 -3.715517
C -1.678535 4.321642 -3.364487
C -1.595664 2.943541 -3.128357
N -0.448675 2.342627 -2.882180
C 0.643193 3.106988 -2.853144
C 0.556721 4.471429 -3.060608
N -0.599218 5.088128 -3.318243
H -3.718648 4.456663 -3.424254
H -2.882388 5.925246 -3.637443
H -2.493764 2.325842 -3.140812
H 1.585624 2.614022 -2.648507
H 1.438033 5.098732 -3.020728
S 1.101070 0.903958 0.079465
Sb 3.470147 0.795994 0.025562
C 3.807952 2.850860 -0.583176
C 4.998070 3.189691 -1.223118
C 5.279523 4.512676 -1.551585
C 4.369114 5.511898 -1.238600
C 3.179454 5.184623 -0.595860
C 2.900010 3.863535 -0.271163
C 2.504432 -2.215729 -1.559801
C 2.138666 -4.492807 -0.835642
C 1.439559 -4.831953 -2.080194
C 1.820708 -4.563151 -3.331235
C 3.066792 -3.979629 -3.866859
C 3.815357 -2.923574 -3.537720
C 3.827985 1.430724 2.070431
C 2.791880 1.699600 2.959564
C 3.063257 2.141490 4.248564
C 4.377953 2.314879 4.665116
C 5.420075 2.047764 3.786588
C 5.143368 1.608759 2.496230
H 5.718217 2.414706 -1.470165
H 6.207858 4.762825 -2.052886
H 4.584871 6.542473 -1.493464
H 2.460508 5.959366 -0.349870
H 1.965059 3.612453 0.222025
H 2.192072 -5.260647 -0.068442
H 0.522466 -5.401305 -1.955487
H 1.164618 -4.936482 -4.113119
H 3.402810 -4.505433 -4.758269
H 4.677736 -2.728817 -4.169085
H 1.766978 1.547793 2.633974
H 2.248240 2.344549 4.935199
H 4.590467 2.657665 5.670526
H 6.446844 2.182347 4.107036
H 5.965337 1.407256 1.813237

Force components x, y, z for each atom (eV/Å):
0.33 0.35 0.42
-0.04 0.01 -0.03
0.00 -0.02 0.00
-0.02 0.03 0.00
0.13 0.17 0.00
0.02 0.03 -0.09
-0.04 -0.01 0.02
-0.22 0.05 0.18
0.08 0.16 -0.07
-0.08 -0.02 -0.29
0.05 -0.02 0.13
0.11 -0.06 0.02
-0.49 -0.13 -0.04
0.03 0.01 0.07
0.02 0.06 -0.06
-0.01 -0.04 -0.01
-0.03 -0.06 0.01
-0.01 0.01 0.04
-0.04 -0.01 -0.04
0.63 -0.15 0.25
-0.23 -0.10 -0.37
-0.19 -0.23 0.56
0.25 0.17 -0.69
-0.02 0.03 -0.07
0.00 -0.02 -0.04
-0.02 0.05 -0.01
0.07 0.02 -0.01
-0.02 -0.03 0.02
-0.04 0.04 0.06
-0.21 0.12 0.70
0.06 -0.05 -0.42
0.16 0.27 0.23
-0.49 -0.42 -0.34
-0.46 -0.47 0.26
0.78 0.15 0.14
-0.54 -0.44 0.09
0.32 0.14 -0.07
-0.07 0.17 0.25
-0.10 -0.40 -0.10
-0.10 0.17 -0.11
0.11 0.13 0.00
0.00 -0.02 0.02
0.02 0.02 -0.04
-0.01 0.01 -0.05
0.01 -0.04 0.00
-0.01 0.01 0.04
0.16 0.23 -0.36
-0.45 -0.23 -0.05
0.56 0.23 -0.07
-0.02 0.00 0.01
-0.01 0.00 0.00
0.00 -0.01 0.00
0.03 -0.03 0.01
-0.02 0.01 -0.01
-0.04 0.06 0.12
-0.07 -0.12 -0.08
0.05 0.05 0.04
0.01 0.00 0.02
0.01 0.00 0.03
-0.02 0.00 0.02
0.04 0.08 0.02
-0.03 0.00 0.02
0.00 0.02 0.01
-0.01 0.02 0.01
0.02 0.02 0.01
0.00 -0.02 0.02
-0.01 0.05 0.05
0.00 -0.01 -0.03
-0.04 -0.03 0.00
-0.02 -0.03 -0.02
-0.04 0.03 -0.01
0.02 0.00 0.00
0.03 -0.01 0.00
-0.02 -0.01 -0.02
-0.03 -0.05 0.00
0.03 -0.01 0.02
0.01 0.02 0.03
-0.04 0.09 -0.01
-0.03 -0.06 -0.01
0.01 0.03 0.01
-0.03 -0.04 -0.03
0.04 -0.01 -0.05
-0.05 0.03 -0.03
0.03 0.01 -0.03
-0.34 0.20 0.16
0.09 0.00 0.01
-0.03 0.04 0.03
-0.20 0.10 0.17
-0.12 -0.01 0.07
0.01 0.00 -0.01
-0.03 0.01 0.08
0.01 0.03 0.11
0.11 -0.04 0.18
-0.04 -0.06 0.03
0.09 -0.04 0.02
0.00 0.09 0.02
0.00 -0.04 -0.04
0.01 -0.18 -0.33
0.38 -0.08 0.40
0.03 0.00 -0.03
-0.06 0.01 -0.02
0.02 0.01 0.00
0.03 -0.01 0.00
-0.01 -0.01 -0.02
-0.01 0.00 -0.02
0.04 -0.01 -0.02
-0.05 0.05 -0.07
-0.03 -0.01 0.01
-0.07 -0.02 0.00
0.03 -0.02 0.01
-0.02 0.01 0.11
-0.02 -0.05 0.02
-0.02 0.01 -0.01
0.01 -0.01 0.01
0.01 -0.03 0.02
0.01 0.03 -0.03
-0.03 0.04 0.01
-0.09 0.10 -0.13
0.01 0.16 -0.10
0.08 -0.10 -0.13
0.02 0.03 -0.14
-0.05 -0.13 0.06
-0.14 0.22 -0.03
0.02 0.01 0.01
-0.05 0.01 -0.04
0.06 0.01 -0.02
-0.01 0.03 0.03
-0.01 0.02 0.05
0.05 0.03 0.00
0.01 0.02 0.04
0.06 -0.02 0.03
-0.12 0.22 -0.21
0.11 0.15 0.09
-0.06 -0.03 -0.07
-0.07 -0.03 0.01
-0.01 0.01 0.00
-0.01 -0.05 0.01
-0.01 -0.04 0.00
0.12 -0.10 -0.08
0.15 -0.26 -0.31
-0.05 -0.10 -0.09
0.05 -0.08 0.22
0.11 0.05 -0.16
-0.05 -0.07 0.05
0.03 0.15 0.07
-0.02 -0.09 0.00
0.06 0.01 0.01
0.02 0.01 -0.03
0.00 -0.01 -0.04
-0.03 0.00 -0.01
-0.08 -0.02 0.00
-0.01 0.02 -0.02
-0.02 -0.02 0.01
0.00 0.00 0.00
0.13 -0.06 -0.05
0.17 -0.02 -0.17
0.00 0.05 0.02
-0.02 0.05 -0.02
-0.02 0.06 0.00
0.03 -0.03 0.03
0.00 -0.04 0.01
0.07 -0.05 0.02
0.00 0.00 -0.02
-0.01 -0.01 0.00
-0.01 0.00 -0.01
0.00 0.00 0.03

Here are the Löwdin charges for atoms 1 to 2, given in e: 0.899, -0.114

C5H6F3NO2 | ωB97M-V/def2-TZVPD

**LUMO level**: 0.506 eV
**Orbital gap**: 9.987 eV
**Net charge**: 0
**SMILES string**: C=C(O)C(F)(F)F.CC#[N+][O-]
**Relative energy (zero: lowest compared OMol25 entry of this formula, charge and spin)**: 142.4 kJ/mol
**Highest occupied orbital energy**: -9.48 eV

Cartesian coordinates (Å):
C 1.665736 0.332435 0.635412
C -0.614902 -1.751449 -0.923864
C -0.905763 -0.462463 -0.845627
C 1.393322 1.716125 0.921243
C -1.861278 0.032915 0.224938
N 1.971283 -0.782069 0.629981
O 2.232277 -1.935260 0.465669
O -0.447557 0.532696 -1.643635
F -2.969619 -0.720743 0.279458
F -1.303108 -0.031667 1.450780
F -2.258132 1.292109 0.052396
H -1.045135 -2.452732 -0.234482
H 0.072011 -2.135531 -1.655408
H 0.816960 2.149617 0.104442
H 2.329435 2.263855 1.034151
H 0.816348 1.795627 1.843255
H 0.108130 0.156537 -2.338717

Force components x, y, z for each atom (eV/Å):
0.48 -1.10 0.31
-0.10 0.30 -0.01
-0.23 -0.41 -0.02
-0.16 0.63 0.10
-0.17 -0.09 0.22
-0.49 1.75 -0.41
0.34 -1.44 0.04
0.06 0.22 -0.09
0.00 -0.16 -0.07
0.15 -0.01 0.06
0.15 0.24 -0.26
-0.12 -0.09 0.15
0.20 -0.05 -0.18
0.00 0.09 0.05
-0.06 0.06 0.00
0.00 0.07 -0.04
-0.05 -0.01 0.13

Here are the Löwdin charges for atoms 1 to 2, given in e: -0.057, 0.096

C4H7ClN2 | ωB97M-V/def2-TZVPD

**LUMO level**: 0.838 eV
**Orbital gap**: 9.339 eV
**Net charge**: 0
**Relative energy (zero: lowest compared OMol25 entry of this formula, charge and spin)**: 410.0 kJ/mol
**Highest occupied orbital energy**: -8.50 eV

Cartesian coordinates (Å):
C 0.722400 0.393423 -0.349336
C -0.669943 -0.089819 0.365733
C 0.954736 -0.001923 -1.737677
C -0.575635 -0.445727 1.814397
N -0.400353 1.928748 -0.334450
N -1.248517 1.285474 0.235365
Cl -1.599689 -1.287256 -0.502497
H 1.650602 0.517186 0.175214
H 1.443881 -0.991343 -1.859267
H 1.513629 0.739986 -2.199131
H -0.060394 -0.176135 -2.081490
H -0.687139 -1.552718 2.041716
H -1.459633 -0.220684 2.305351
H 0.416054 -0.099215 2.126067

Force components x, y, z for each atom (eV/Å):
-2.72 2.26 0.10
1.30 1.27 0.09
-1.53 -2.44 0.59
1.56 -2.80 -0.45
3.20 -2.16 -0.10
-1.48 -1.08 0.10
-0.38 -0.22 -0.42
0.02 0.05 1.07
0.07 0.51 0.30
0.81 1.30 -1.32
0.19 0.39 -1.23
1.02 0.83 -0.93
-1.33 1.89 1.30
-0.75 0.20 0.90

Here are the Löwdin charges for atoms 1 to 2, given in e: -0.175, -0.873

Q: Which of these has the highest net charge?
A: C4H8NO2

What did the fourth record say?
C4H7ClN2 | ωB97M-V/def2-TZVPD

**LUMO level**: 0.838 eV
**Orbital gap**: 9.339 eV
**Net charge**: 0
**Relative energy (zero: lowest compared OMol25 entry of this formula, charge and spin)**: 410.0 kJ/mol
**Highest occupied orbital energy**: -8.50 eV

Cartesian coordinates (Å):
C 0.722400 0.393423 -0.349336
C -0.669943 -0.089819 0.365733
C 0.954736 -0.001923 -1.737677
C -0.575635 -0.445727 1.814397
N -0.400353 1.928748 -0.334450
N -1.248517 1.285474 0.235365
Cl -1.599689 -1.287256 -0.502497
H 1.650602 0.517186 0.175214
H 1.443881 -0.991343 -1.859267
H 1.513629 0.739986 -2.199131
H -0.060394 -0.176135 -2.081490
H -0.687139 -1.552718 2.041716
H -1.459633 -0.220684 2.305351
H 0.416054 -0.099215 2.126067

Force components x, y, z for each atom (eV/Å):
-2.72 2.26 0.10
1.30 1.27 0.09
-1.53 -2.44 0.59
1.56 -2.80 -0.45
3.20 -2.16 -0.10
-1.48 -1.08 0.10
-0.38 -0.22 -0.42
0.02 0.05 1.07
0.07 0.51 0.30
0.81 1.30 -1.32
0.19 0.39 -1.23
1.02 0.83 -0.93
-1.33 1.89 1.30
-0.75 0.20 0.90

Here are the Löwdin charges for atoms 1 to 2, given in e: -0.175, -0.873

Q: Number 4 is which compound?
A: C4H7ClN2

Q: Among the records above, which one has the highest net charge?
A: C4H8NO2